Density functional theory data (wB97M-V/def2-TZVPD) for a single C18H27N5O7S molecule in a non-equilibrium geometry.

Geometry as XYZ:
```
58
Properties=species:S:1:pos:R:3
C 3.734 -6.273 -2.024
C 2.520 -5.858 -1.201
N 2.059 -4.515 -1.516
C 3.052 -3.472 -1.315
C 3.562 -3.281 0.118
C 0.768 -4.239 -0.910
C 0.055 -3.044 -1.542
N 0.477 -1.786 -0.967
C 0.391 -0.617 -1.596
O -0.061 -0.431 -2.717
C 0.877 0.564 -0.750
O 1.219 0.435 0.415
N 0.862 1.705 -1.445
C 0.910 3.012 -0.850
C -0.463 3.700 -0.993
O -0.641 4.073 -2.340
C -1.966 3.758 -2.723
C -2.306 2.533 -1.870
N -1.544 2.788 -0.660
S -2.350 2.996 0.794
O -1.919 4.209 1.422
O -3.747 2.765 0.585
C -1.626 1.600 1.646
C -0.635 1.807 2.586
C 0.077 0.723 3.065
C -0.213 -0.539 2.563
N 0.651 -1.636 2.906
O 1.265 -1.584 3.945
O 0.725 -2.544 2.099
C -1.251 -0.753 1.662
C -1.967 0.334 1.203
H 3.568 -6.037 -3.072
H 4.639 -5.774 -1.688
H 3.885 -7.346 -1.927
H 2.742 -5.980 -0.127
H 1.696 -6.537 -1.442
H 2.620 -2.536 -1.672
H 3.898 -3.700 -1.968
H 4.126 -4.150 0.451
H 2.742 -3.118 0.813
H 4.217 -2.414 0.155
H 0.826 -4.082 0.179
H 0.143 -5.120 -1.082
H -1.026 -3.157 -1.394
H 0.247 -3.008 -2.618
H 0.839 -1.793 -0.020
H 0.512 1.632 -2.395
H 1.655 3.634 -1.351
H 1.166 2.888 0.204
H -0.512 4.573 -0.324
H -2.639 4.593 -2.486
H -1.968 3.568 -3.795
H -1.955 1.607 -2.338
H -3.362 2.452 -1.621
H -0.419 2.816 2.900
H 0.887 0.839 3.769
H -1.461 -1.754 1.316
H -2.767 0.227 0.489
```

Properties
Total charge ... 0
Multiplicity ... 1
Energy relative to the best compared isomer or geometry (same formula, charge and spin) ... 4.9 kcal per mole
E_LUMO ... -0.97 eV
SMILES ... CCN(CC)CCNC(=O)C(=O)NC[C@H]1OCCN1S(=O)(=O)c1ccc([N+](=O)[O-])cc1